1.
103
Properties=species:S:1:pos:R:3:forces:R:3:lowdin_spin:R:1 method="wB97M-V/def2-TZVPD" e_homo_ev="-4.5845 / -4.5946" total_charge=-1 multiplicity=2 e_above_lowest_kj_mol=5.5 s_squared=0.756
Tl 0.018 -0.717 0.707 0.0 -0.3 -0.3 0.046
Br 4.972 -2.398 1.166 0.0 0.0 0.0 0.000
C 4.050 -1.873 2.738 0.0 0.0 0.0 0.000
C 4.676 -2.051 3.971 0.0 0.0 0.0 0.000
C 4.050 -1.687 5.131 0.1 0.0 0.0 0.000
Br 4.961 -1.957 6.785 0.0 0.0 0.0 0.000
C 2.759 -1.117 5.104 0.0 0.0 0.0 0.000
C 2.042 -0.701 6.249 0.0 0.0 0.0 0.000
C 0.800 -0.154 6.113 0.0 0.0 0.0 0.000
C 0.261 -0.009 4.822 0.0 0.0 0.0 0.000
N 0.897 -0.377 3.740 0.0 0.0 0.0 0.001
C 2.125 -0.935 3.845 0.0 0.0 0.0 0.000
C 2.762 -1.334 2.587 -0.1 0.0 0.1 0.000
O 2.204 -1.185 1.461 0.1 0.0 -0.1 0.003
H 5.667 -2.482 4.001 0.0 0.0 0.0 0.000
H 2.493 -0.820 7.225 0.0 0.0 0.0 0.000
H 0.235 0.176 6.975 0.0 0.0 0.0 0.000
H -0.719 0.441 4.683 0.0 0.0 0.0 0.000
C -1.944 3.514 5.197 0.0 0.0 0.0 0.001
C -2.803 3.022 4.225 0.0 0.0 0.0 0.000
C -2.297 2.573 3.011 0.0 0.1 0.1 0.001
C -0.928 2.598 2.743 0.0 0.0 0.0 0.002
C -0.082 3.114 3.726 0.0 0.0 0.0 0.001
C -0.581 3.566 4.941 0.0 0.0 0.0 0.000
Ge -0.167 1.856 1.082 0.1 0.0 0.0 0.003
C -1.144 2.672 -0.426 0.0 0.0 0.0 0.000
C -0.779 2.302 -1.722 0.0 0.0 0.0 0.000
C -1.408 2.845 -2.833 0.0 0.0 0.0 0.000
C -2.424 3.776 -2.667 0.0 0.0 0.0 0.000
C -2.797 4.161 -1.388 0.0 0.0 0.0 0.000
C -2.160 3.615 -0.280 0.0 0.0 -0.1 0.000
C 1.645 2.621 0.947 0.0 0.0 0.0 0.000
C 1.925 3.696 0.103 0.0 0.0 0.0 0.000
C 3.213 4.207 -0.001 0.0 0.0 0.0 0.000
C 4.245 3.650 0.742 0.0 0.0 0.0 0.000
C 3.982 2.582 1.587 0.0 0.0 0.0 0.000
C 2.695 2.073 1.684 0.0 0.1 0.0 0.000
H -2.336 3.861 6.146 0.0 0.0 0.0 0.000
H -3.871 2.986 4.408 0.0 0.0 0.0 0.000
H -2.987 2.202 2.262 0.0 0.0 0.0 0.000
H 0.985 3.156 3.546 0.0 0.0 0.0 0.000
H 0.099 3.953 5.690 0.0 0.0 0.0 0.000
H 0.016 1.579 -1.870 0.0 0.0 0.0 0.000
H -1.104 2.535 -3.826 0.0 0.0 0.0 0.000
H -2.922 4.201 -3.531 0.0 0.0 0.0 0.000
H -3.585 4.892 -1.250 0.0 0.0 0.0 0.000
H -2.453 3.943 0.710 0.0 0.0 0.0 0.000
H 1.131 4.140 -0.486 0.0 0.0 0.0 0.000
H 3.410 5.039 -0.666 0.0 0.0 0.0 0.000
H 5.250 4.043 0.657 0.0 0.0 0.0 0.000
H 4.781 2.130 2.163 0.0 0.0 0.0 0.000
H 2.507 1.229 2.333 0.0 0.0 0.0 0.000
C -1.290 -5.586 1.390 0.0 0.0 0.0 0.012
Ge -2.033 -3.784 1.110 0.0 0.0 0.0 0.087
C -2.471 -3.528 -0.781 0.0 0.0 0.0 0.003
C -3.744 -3.748 2.093 0.0 0.0 0.0 0.021
C -0.740 -2.496 1.712 0.0 0.0 0.1 0.716
H -1.981 -6.368 1.070 0.0 0.0 0.0 0.001
H -1.080 -5.724 2.451 0.0 0.0 0.0 0.000
H -0.355 -5.698 0.842 0.0 0.0 0.0 0.000
H -3.381 -4.069 -1.044 0.0 0.0 0.0 0.000
H -1.660 -3.878 -1.420 0.0 0.0 0.0 0.000
H -2.620 -2.469 -0.991 0.0 0.0 0.0 0.000
H -4.272 -4.685 1.902 0.0 0.0 0.0 0.002
H -4.376 -2.924 1.758 0.0 0.0 0.0 0.000
H -3.589 -3.652 3.169 0.0 0.0 0.0 0.000
H -0.091 -2.836 2.519 0.0 0.0 0.1 0.045
C 2.066 -2.267 -8.059 0.0 0.0 0.0 0.000
C 2.354 -1.014 -7.222 0.0 0.0 0.0 0.000
C 2.000 0.235 -8.040 0.0 0.0 0.0 0.000
C 3.853 -0.977 -6.921 0.0 0.0 0.0 0.000
C 1.510 -1.044 -5.945 0.0 0.0 0.0 0.000
C 0.116 -1.084 -6.050 0.0 0.0 0.0 0.000
C -0.723 -1.106 -4.939 0.0 0.0 0.0 0.000
C -0.119 -1.084 -3.703 0.0 0.0 0.0 0.001
O -0.682 -1.086 -2.459 0.0 0.0 0.1 0.002
B 0.387 -1.032 -1.541 -0.1 0.0 0.1 0.008
O 1.592 -1.024 -2.255 0.0 0.0 0.1 0.000
C 1.258 -1.047 -3.580 0.0 0.0 0.0 0.000
C 2.094 -1.028 -4.675 0.0 0.0 0.0 0.000
H 2.662 -2.254 -8.975 0.0 0.0 0.0 0.000
H 1.015 -2.329 -8.341 0.0 0.0 0.0 0.000
H 2.317 -3.168 -7.497 0.0 0.0 0.0 0.000
H 2.596 0.271 -8.954 0.0 0.0 0.0 0.000
H 2.200 1.139 -7.462 0.0 0.0 0.0 0.000
H 0.947 0.243 -8.321 0.0 0.0 0.0 0.000
H 4.410 -0.955 -7.859 0.0 0.0 0.0 0.000
H 4.171 -1.858 -6.362 0.0 0.0 0.0 0.000
H 4.125 -0.088 -6.349 0.0 0.0 0.0 0.000
H -0.339 -1.097 -7.033 0.0 0.0 0.0 0.000
H -1.799 -1.134 -5.036 0.0 0.0 0.0 0.000
H 3.163 -0.996 -4.528 0.0 0.0 0.0 0.000
I -4.361 0.276 -1.409 0.0 0.0 0.0 0.000
C -4.323 -0.036 0.665 0.1 0.0 0.0 0.000
C -5.496 0.073 1.401 0.0 0.0 0.0 0.002
C -5.408 -0.107 2.772 0.0 0.0 0.0 0.000
C -4.175 -0.384 3.339 0.0 0.0 0.0 0.003
C -3.072 -0.475 2.509 -0.1 0.0 0.0 0.019
N -3.143 -0.303 1.186 0.0 0.0 0.1 0.003
H -6.433 0.294 0.913 0.0 0.0 0.0 0.000
H -6.296 -0.032 3.386 0.0 0.0 0.0 0.000
H -4.064 -0.526 4.405 0.0 0.0 0.0 0.000
H -2.085 -0.697 2.901 0.0 0.0 0.0 0.016

2.
8
Properties=species:S:1:pos:R:3:forces:R:3:lowdin_charge:R:1 method="wB97M-V/def2-TZVPD" e_homo_ev="0.2958 / 0.2928" total_charge=-2 e_above_lowest_kj_mol=12.3
O -1.475 0.966 -2.490 0.1 0.0 0.0 -0.636
O 1.555 1.349 2.555 -0.4 -0.3 -0.2 -0.577
O -0.404 -0.865 -3.711 0.1 0.1 0.1 -0.656
O 0.031 -0.035 3.860 -0.1 0.0 -0.6 -0.603
S 0.868 -0.392 -1.031 0.2 0.2 -0.5 -0.160
S 0.172 -1.294 0.637 0.0 0.3 1.1 -0.249
S -0.986 -0.429 -2.415 -0.3 -0.1 -0.1 0.337
S 0.238 0.700 2.595 0.3 -0.3 0.2 0.544